{
  "formula": "C3H4N2O",
  "method": "ωB97M-V/def2-TZVPD",
  "species": ["O", "C", "C", "N", "N", "C", "H", "H", "H", "H"],
  "coordinates": [[1.763032, -0.291995, -0.467177], [0.416551, -0.082252, -0.252640], [-0.530233, -0.744514, 0.673004], [-1.591451, -0.016896, 0.816906], [-1.365755, 1.233473, 0.229804], [-0.204165, 1.239131, -0.342035], [2.088737, -0.976733, 0.127554], [-0.461977, -1.788125, 0.959514], [-0.245349, -0.715466, -0.938769], [0.191318, 2.114889, -0.847977]],
  "atomic_forces_ev_per_a": [[0.1, -0.1, 0.3], [-0.6, -0.3, -0.3], [-0.2, 0.1, 0.7], [0.3, -0.3, 0.3], [0.3, 0.2, -0.1], [-0.3, -0.1, 0.0], [0.0, 0.1, 0.0], [-0.2, 0.1, 0.1], [0.6, 0.5, -1.0], [-0.1, -0.2, 0.0]],
  "nbo_charge": [-0.6659, -0.0253, 0.0083, -0.2668, -0.2381, 0.0121, 0.4848, 0.2140, 0.2590, 0.2179],
  "max_force_ev_per_a": 1.31,
  "lumo_energy_ev": 0.18,
  "gap_ev": 10.23,
  "mol_weight_g_mol": 84.08,
  "smiles": "OC1C=NN=C1"
}